Record 1
Density functional theory data (ωB97M-V/def2-TZVPD) for a 21-piece molecular cluster, C26H69BrN21O44 overall at a distorted geometry.

## Properties
total charge: -1
DFT total energy: -8064.4608 Eh
energy relative to the best compared isomer or geometry (same formula, charge and spin): 0.0 kcal/mol

The geometry in XYZ format:
```
161
C26H69BrN21O44, DFT ωB97M-V/def2-TZVPD
Br 2.2119 -2.1868 0.1798
O -3.8492 5.2013 -0.0465
O 0.9508 0.4142 0.1003
O -3.6732 2.8531 3.9974
O -8.1290 1.2380 10.2511
O -9.3155 -0.0524 11.5855
O -6.2663 3.4363 12.4467
O 0.3842 1.5282 -4.0443
O -1.6230 2.2869 -4.5435
O 2.9584 4.5478 -2.7910
O -1.0168 -1.9959 -9.2745
O 1.6642 -5.6275 -8.3688
O 2.7217 7.3334 5.4709
O -7.2896 5.1544 11.5225
O -0.5009 3.7637 1.7424
O 0.4959 -4.0839 -7.3172
O -2.6219 -0.4965 -9.4442
O -1.4239 -0.2803 1.9316
O -1.3030 5.4463 2.9167
O 7.9387 -6.7073 -0.5430
O 3.6530 -1.2408 -6.7280
O 3.8357 -4.6920 -2.1113
O 1.2026 2.9939 7.5944
O 4.2426 -2.4985 -11.8007
O -1.9694 -2.6262 2.0145
O 2.2416 8.4477 -1.5510
O 0.9346 -5.0331 4.9851
O 4.5513 -4.0057 -0.1440
O 2.6709 -10.3734 -10.6342
O -5.4393 2.5067 6.8860
O 3.3193 8.3397 0.3675
O 3.7606 2.8652 -3.9653
O 1.9536 2.6007 5.5610
O 2.0062 6.6471 3.5036
O -5.1509 5.3138 1.7272
O 0.2757 -7.0710 4.4691
O 2.6375 -0.9991 -11.9704
O -3.4975 1.9158 -0.2890
O 4.7178 -0.2716 -5.0605
O 6.0971 -7.2654 -2.5693
O 3.7357 -9.4042 -8.9667
O 9.5438 -8.2067 -0.3733
O 5.0195 -7.1574 -4.4878
O -2.6084 3.8223 5.6648
O -7.5120 2.0271 7.4583
N 2.3666 8.0803 -0.3769
N -0.5275 2.3606 -3.9746
N 5.1445 -7.5248 -3.3137
N 1.5437 -4.6884 -7.5734
N -3.5727 3.6899 4.9021
N 3.1496 -2.0144 -11.4846
N -0.5698 4.4630 2.7599
N -9.0709 1.0209 11.0223
N 4.7245 -4.3881 -1.3071
N -4.7315 5.7289 0.6406
N -6.6012 4.1282 11.4781
N 0.2491 -5.8408 4.3472
N 8.4508 -7.7226 -0.0572
N 3.7535 -0.4039 -5.8232
N 2.8949 6.9510 4.3077
N -6.4210 1.7569 6.9429
N -3.0152 -0.4761 -0.9138
N 3.6916 3.5645 -2.9478
N -2.1098 -1.5118 -8.9585
N 1.7204 2.2759 6.7311
N 2.7714 -9.5366 -9.7294
C -0.6953 -5.2865 3.3400
C -6.1359 3.6899 10.1346
C -5.3478 6.9774 0.1162
C 1.2735 7.2499 0.1969
C -4.7191 4.6203 5.0859
C 7.6856 -8.4299 1.0048
C 1.6250 -8.6062 -9.5456
C 4.2991 6.8454 3.8275
C -0.2792 3.5585 -3.1278
C -2.5519 0.9638 -0.9129
C -1.9306 -1.4306 -0.4169
C -1.7342 -1.3713 1.2269
C 4.5691 3.1928 -1.8052
C 2.3844 -2.7217 -10.4226
C -2.8750 -2.2191 -7.8964
C 0.7725 -0.8451 -0.3553
C 2.0991 0.8940 7.1320
C 4.0514 -8.3552 -2.7399
C 6.1287 -4.4937 -1.7873
C 0.3076 4.0914 3.9025
C -9.9973 2.1513 11.3010
C -2.9468 2.4826 0.9621
C 2.6071 0.5265 -5.6395
C -0.5175 -1.3228 -1.2568
C 2.7686 -4.2414 -6.8569
C -6.2813 0.4050 6.3375
H -4.8851 7.2244 -0.8418
H -0.0919 3.2095 -2.1101
H 7.4911 -9.4444 0.6507
H -5.5442 2.7787 10.2456
H 3.0000 -2.7267 -9.5208
H 1.7086 6.2945 0.4975
H 0.8946 3.2129 3.6261
H -0.2618 -2.4088 -1.6762
H -3.0592 1.7550 1.8966
H 3.2834 -8.5040 -3.5021
H 1.7255 -0.0772 -5.4145
H 1.8377 0.7467 8.1821
H -4.8451 5.1760 4.1544
H 1.8493 -7.9281 -8.7194
H -0.6130 -4.1975 3.3402
H -2.3536 -2.5246 -0.6392
H 6.8015 -4.1972 -0.9798
H 3.9239 2.9727 -0.9522
H 1.4477 -2.1882 -10.2472
H -3.6394 3.4176 1.2250
H -10.9953 1.8463 10.9797
H 2.8313 1.2046 -4.8132
H -5.6006 4.0167 5.3109
H 0.5906 4.0766 -3.5366
H -5.1653 7.7674 0.8475
H 6.2354 -3.8245 -2.6435
H -1.1611 4.2019 -3.1585
H 5.2218 4.0440 -1.6005
H -3.0695 -3.2336 -8.2505
H -9.6632 3.0280 10.7420
H 4.4058 7.5146 2.9714
H -2.2594 -2.2241 -6.9946
H -1.8459 2.8815 0.8635
H -4.4948 5.2984 5.9122
H -9.9675 2.3445 12.3753
H 0.5056 7.1011 -0.5653
H 1.5434 0.2023 6.4956
H 4.9720 7.1419 4.6351
H 2.4811 1.0822 -6.5710
H 0.9604 4.9425 4.1072
H 0.8661 7.7886 1.0548
H 1.4990 -8.0505 -10.4772
H -5.5286 4.4956 9.7172
H -0.4154 -5.6943 2.3665
H 0.7435 -9.2098 -9.3207
H 2.9373 -3.1938 -7.1147
H 6.7489 -7.8964 1.1802
H 3.1761 0.7916 6.9847
H -6.4163 6.7903 -0.0085
H 5.1561 2.3144 -2.0816
H 8.3012 -8.4349 1.9066
H 2.1899 -3.7362 -10.7767
H -7.0217 3.5026 9.5241
H 3.6440 -7.8165 -1.8820
H 2.5875 -4.3631 -5.7870
H -7.0327 0.3174 5.5501
H 4.4728 5.8055 3.5431
H -0.5668 -0.5874 -2.1820
H 3.6108 -4.8581 -7.1781
H -6.4473 -0.3291 7.1286
H -5.2756 0.3054 5.9237
H -1.7021 -5.5972 3.6264
H -2.4809 1.2907 -2.0588
H -3.8117 -1.6856 -7.7210
H -1.5069 1.1508 -0.4195
H 4.4864 -9.3106 -2.4393
H 6.3023 -5.5337 -2.0717
H -3.3088 -0.7764 -1.8920
H -0.3375 3.8712 4.7555
```

Record 2
Density functional theory data (ωB97M-V/def2-TZVPD) for C26H70AlN14O29 as an isolated structure at a distorted geometry.

## Properties
total charge: -1
DFT total energy: -4222.2430 Eh

The geometry in XYZ format:
```
140
C26H70AlN14O29, DFT ωB97M-V/def2-TZVPD
Al -3.1195 -2.5899 -2.5959
O 2.6735 -0.3600 1.7296
O -13.4361 1.3628 -7.0665
O 1.4331 1.1089 2.6875
O 0.1233 3.2224 5.7143
O 10.1633 -6.4894 3.7727
O 7.4972 -4.1164 0.3895
O -0.2835 -4.7127 -2.9980
O -0.6487 -4.4023 -5.1091
O 4.8505 -1.8711 -1.4020
O -3.6622 0.7310 2.2860
O -3.0299 4.9785 7.8763
O -14.1338 0.0488 -5.5114
O -10.3032 1.2816 -3.6708
O 0.1528 1.0865 5.4385
O -4.7578 5.0989 6.5970
O 8.4116 8.2636 -2.4479
O 9.8269 -8.2747 4.9278
O -3.0162 -0.5757 3.8766
O -8.6498 0.0924 -2.9678
O -11.9425 4.1285 -0.5553
O 8.7362 -5.5591 -0.6288
O 5.2366 3.5071 2.2926
O -10.1252 5.2029 -0.9802
O 3.9038 -7.2865 -1.4028
O 4.1243 -2.1864 3.9970
O 6.9557 6.6982 -2.7103
O 5.6960 -7.4022 -0.2160
O 4.3233 -1.6038 6.0609
O 5.5138 5.2151 1.0153
N 0.0628 -4.4682 -4.1307
N 7.4632 7.6016 -2.0818
N 5.0257 -6.9336 -1.1169
N 8.5321 -4.7215 0.2287
N 3.9888 -2.3763 5.1856
N 2.4659 0.4863 2.5749
N -11.2965 4.9476 -1.1711
N -3.6486 5.4399 6.9372
N 5.0530 4.1207 1.2636
N -0.3151 2.1060 5.8992
N 9.6674 -7.5853 3.9464
N -2.8098 0.1909 2.9544
N -9.3596 1.0635 -2.9258
N -13.2647 0.5068 -6.2224
C -2.2179 1.8007 -1.1809
C -9.0532 2.0769 -1.8824
C -3.0337 0.4952 -0.9601
C -11.8798 -0.0088 -6.0554
C 8.7959 -8.1090 2.8576
C 5.6254 -5.8444 -1.9331
C 4.1553 -1.1753 -2.4133
C 3.9864 -2.3582 -0.3867
C -1.5258 1.9638 6.7512
C 9.6406 -4.4178 1.1687
C -2.9952 6.5071 6.1333
C 3.4016 0.0886 -1.9587
C -11.9816 5.6998 -2.2557
C 6.8848 7.9342 -0.7524
C -5.2623 -0.5984 -1.5704
C -1.3640 1.6756 -2.4696
C -4.1783 0.4170 -1.9848
C 0.8369 0.3373 -2.4332
C 1.5181 -4.2266 -4.3295
C 0.1792 1.7362 -2.2668
C 4.1998 3.4910 0.2172
C 2.2843 0.4306 -3.0058
C -1.3961 0.4891 2.6175
C 3.3527 -3.6580 5.5904
C 3.5478 0.7945 3.5417
C -5.0393 -2.0575 -2.0918
H 2.0434 -5.1221 -4.0106
H -1.6216 2.5187 -3.1147
H -3.8080 0.2173 -2.9879
H 4.2092 -3.3841 -0.0922
H 6.5579 8.9690 -0.7905
H 0.2333 -0.2580 -3.1185
H 4.0969 0.9277 -1.8988
H 2.9318 -2.2611 -0.6558
H 2.4528 1.4677 -3.2953
H -0.9325 0.9262 3.4941
H 7.6695 7.8026 -0.0141
H -2.9320 2.6188 -1.2941
H 5.6559 -6.1866 -2.9635
H 9.2861 -4.6489 2.1682
H -11.4518 5.4908 -3.1803
H -1.6033 1.9582 -0.2889
H -2.9208 6.1442 5.1126
H -5.3583 -2.7350 -1.2923
H 2.3508 -0.2385 -3.8623
H -2.0153 6.7017 6.5526
H 8.4291 -9.0850 3.1507
H 3.9720 -4.4628 5.2065
H 3.7939 1.8456 3.4204
H -5.3560 -0.5931 -0.4803
H 4.1184 -1.7287 0.4942
H 0.8151 -0.1620 -1.4622
H 2.9085 -0.0302 -0.9951
H -0.9142 -0.4459 2.3498
H 2.3638 -3.6851 5.1424
H -11.9230 6.7549 -2.0061
H -2.3374 -0.3370 -1.0824
H 1.7929 -3.3766 -3.7112
H -3.1567 -3.9964 -3.3800
H -3.4619 0.4895 0.0463
H 6.6194 -5.6404 -1.5584
H 3.8657 2.5243 0.5763
H -4.6474 1.4147 -1.9847
H -9.7679 2.8830 -1.9691
H 4.9896 -4.9687 -1.8331
H 1.6934 -4.0204 -5.3793
H 4.3987 0.1652 3.3214
H -5.6675 -2.1962 -2.9787
H 10.4909 -5.0361 0.9076
H -3.6293 7.3869 6.1856
H -2.2397 -2.6602 -1.2240
H 4.8070 3.3876 -0.6773
H 9.8785 -3.3625 1.0749
H -13.0103 5.3641 -2.3090
H -6.2204 -0.2163 -1.9522
H -8.0405 2.4288 -2.0560
H 9.3998 -8.1703 1.9570
H -1.2610 1.3297 7.5916
H -1.6287 0.7426 -2.9672
H -11.2489 0.8296 -5.7864
H -2.2998 1.4982 6.1455
H -1.3857 1.1805 1.7843
H 7.9776 -7.4069 2.7248
H 0.5707 2.3848 -3.0530
H 3.4896 -1.8356 -2.9842
H 6.0538 7.2665 -0.5579
H -11.5769 -0.4356 -7.0072
H 0.4323 2.1305 -1.2803
H 4.9247 -0.8529 -3.1212
H -9.1305 1.5885 -0.9161
H -2.3954 -1.5162 -3.5821
H -11.8802 -0.7565 -5.2725
H 3.3593 4.1549 0.0389
H -1.8281 2.9493 7.0844
H 3.1638 0.5967 4.5383
H 3.2956 -3.6862 6.6719
```

Record 3
Density functional theory data (ωB97M-V/def2-TZVPD) for a 14-piece molecular cluster, C26H70N10O28 overall at a distorted geometry.

## Properties
total charge: 0
DFT total energy: -3685.7443 Eh

The geometry in XYZ format:
```
134
C26H70N10O28, DFT ωB97M-V/def2-TZVPD
O 5.1345 -4.2766 -2.6225
O -0.5201 6.9073 -0.3922
O -1.6775 -4.2731 -2.7812
O -4.4118 -1.7598 1.0186
O -4.5901 3.8473 2.3426
O 1.7689 -6.0183 -0.2666
O -0.2166 -2.3807 2.7916
O 6.0127 -1.2277 2.6521
O -1.8008 1.5276 -5.6205
O -4.9591 -0.3047 -3.0849
O 4.1040 2.7176 0.4280
O 0.3431 2.5856 -3.9596
O -3.9997 3.1822 -2.2367
O 1.1686 -2.7711 4.4037
O -0.4632 1.1138 2.2601
O -6.0563 -1.7671 -4.2260
O 7.4126 -2.9051 -2.0372
O -3.7861 -2.3212 2.9891
O 0.1310 -4.8791 0.5605
O -0.5163 5.0637 0.7000
O 4.6309 0.6042 0.4177
O 1.6896 -0.6483 1.1208
O 2.8022 1.7839 3.5144
O -0.3011 -2.5590 -2.6455
O 1.1830 2.1620 4.8334
O 5.1963 -3.1912 2.5995
O -2.8382 1.7844 -1.0777
O -6.8680 2.5314 1.9590
N 5.1121 -2.0235 2.8829
N 1.8690 2.4752 3.9133
N 1.2117 -5.3594 0.5703
N -5.1003 -1.4339 -3.5605
N 4.7507 1.7631 0.7578
N 0.2268 -2.2217 3.9101
N -3.8908 2.3463 -1.3609
N -0.5904 -3.7528 -2.8662
N -3.7114 -2.3405 1.7608
N -0.6042 5.7264 -0.3382
C 2.0623 -5.0293 1.7464
C -3.9793 -2.3992 -3.5097
C -5.2873 3.6005 3.4761
C -1.5026 1.2149 -4.1971
C -0.5016 -1.2796 4.8256
C 0.5234 -4.6436 -3.2543
C -0.7793 4.9391 -1.6315
C -7.7979 3.5791 1.9027
C 1.6664 3.7939 3.2779
C 5.3578 -3.9027 -1.2616
C 1.2852 0.6513 0.6919
C -3.1713 1.7761 -5.7725
C 1.6627 -1.6540 0.0366
C -5.1145 1.9315 -0.5603
C -3.5350 4.7416 2.5829
C 8.1700 -1.8148 -2.5225
C -0.0425 1.2233 -4.0277
C -2.6349 -3.1677 1.0782
C -0.1827 0.8907 0.8822
C -6.2126 2.4236 3.1936
C 1.7221 2.7734 -4.1705
C 4.5237 -5.5428 -2.8027
C 5.9614 1.9308 1.6580
C 3.8750 -1.4814 3.4682
C 6.2282 -2.6542 -1.3128
C -1.8710 1.2533 2.4799
H -4.8527 0.9055 -0.2064
H 0.4781 0.6579 -4.8290
H 8.9549 -2.1333 -3.1977
H 3.1250 -1.6006 2.6522
H 5.7927 -4.7089 -0.6955
H -5.6294 1.5188 3.2237
H -2.1060 0.3003 -3.9801
H -8.0091 3.6826 0.8351
H -2.9390 -3.2423 0.0571
H -4.6133 3.3324 4.3240
H -1.7062 -2.5717 1.1094
H -1.9687 1.4658 3.5564
H 2.3720 3.8638 2.4287
H 0.9870 -4.9560 -2.3001
H -3.4925 2.6182 -5.1553
H 0.6866 -1.6292 -0.4783
H 7.5505 -1.1286 -3.0587
H -5.8007 4.4658 3.8740
H -5.9613 1.8441 -1.2143
H 0.1891 -5.4038 -3.8876
H 4.0325 -0.4891 3.8273
H -3.8736 5.7152 2.9615
H -0.0234 -0.2777 4.7460
H 6.1867 0.9894 2.1731
H 1.2804 -4.0869 -3.8486
H 4.6658 -5.7932 -3.8564
H -2.5501 -4.0631 1.6142
H -3.3153 -2.2452 -2.6720
H 5.7112 -1.7748 -1.6923
H 4.3453 -3.6193 -0.7384
H -2.3148 0.3333 2.1634
H 2.6625 -4.1661 1.4981
H 6.7600 2.2859 0.9732
H -0.5606 1.7671 0.3570
H -1.5224 -1.1734 4.5381
H 1.8939 4.6496 3.8587
H 6.4572 -2.3127 -0.3389
H -3.8550 0.9326 -5.5110
H 1.5035 0.7727 -0.3383
H -0.4699 -1.7179 5.8506
H 0.2328 4.5206 -1.8541
H 2.7883 -5.7891 1.8754
H 3.4655 -5.5694 -2.4709
H -4.4349 -3.4050 -3.3020
H -7.4507 4.5797 2.2243
H 2.4194 -1.4785 -0.6964
H -3.3230 1.8984 -6.8322
H 5.7672 2.7891 2.3339
H -0.6587 0.0063 0.5437
H -5.2759 2.6880 0.2403
H 1.8834 1.4144 1.2690
H -1.1604 5.5951 -2.3773
H 2.2831 1.9738 -3.5379
H 1.9721 2.5956 -5.2074
H -2.9188 4.9826 1.7031
H 8.6618 -1.2220 -1.6859
H -2.8779 4.3718 3.3609
H 0.6327 3.7942 2.9306
H 1.9983 3.6818 -3.7890
H -2.1546 2.2098 1.9499
H 1.4456 -4.7956 2.5764
H 1.7203 -2.6675 0.4491
H -1.8822 2.0099 -3.6007
H 5.0093 -6.2404 -2.1089
H 3.7323 -2.1196 4.3349
H 0.2496 0.7963 -3.0751
H -1.4159 4.1146 -1.4787
H -7.0132 2.4496 3.9982
H -3.3890 -2.3546 -4.4163
H -8.6486 3.3019 2.4334
```

| no. | HOMO-LUMO gap (eV) | LUMO (eV) |
| --- | --- | --- |
| 1 | 5.7 | 0.9 |
| 2 | 5.3 | 0.9 |
| 3 | 9.1 | -0.3 |